{
  "formula": "C17H15BrCl3MoN3O4S",
  "method": "the ωB97M-V functional and the def2-TZVPD basis",
  "species": ["Mo", "Br", "C", "C", "C", "C", "N", "C", "H", "H", "H", "H", "S", "C", "N", "C", "C", "N", "H", "H", "H", "H", "H", "H", "Cl", "C", "Cl", "Cl", "C", "O", "O", "O", "C", "O", "C", "C", "C", "C", "C", "C", "H", "H", "H", "H", "H"],
  "positions_angstrom": [[0.6492, -1.5265, 0.5193], [5.2982, -4.8861, 0.5329], [4.6053, -3.1920, 0.9037], [5.4088, -2.1702, 1.3939], [4.8413, -0.9308, 1.6495], [3.4958, -0.7442, 1.4209], [2.7209, -1.7391, 0.9482], [3.2642, -2.9429, 0.6853], [6.4620, -2.3441, 1.5698], [5.4388, -0.1129, 2.0255], [3.0129, 0.2058, 1.6076], [2.6106, -3.7124, 0.2931], [0.3799, -0.8198, 2.7658], [-1.2428, -0.2487, 3.1009], [-2.3403, -0.4214, 2.3974], [-3.4804, 0.2896, 3.0064], [-2.9173, 0.6883, 4.3848], [-1.4775, 0.4345, 4.2048], [-2.3701, -0.8910, 1.5030], [-4.3429, -0.3667, 3.0805], [-3.7382, 1.1545, 2.3970], [-3.3017, 0.0635, 5.1899], [-3.0966, 1.7326, 4.6240], [-0.7763, 0.6043, 4.9084], [-2.0567, -4.4076, -2.0091], [-2.2046, -4.2062, -0.2570], [-3.8057, -3.6279, 0.1802], [-1.8092, -5.6820, 0.5966], [-1.1741, -3.1322, 0.0634], [-1.4449, -1.9045, 0.0891], [0.0546, -3.4387, 0.2810], [0.5880, 0.1436, -0.5267], [0.9696, -0.4135, -1.6632], [1.1558, -1.6649, -1.5328], [1.1389, 0.3395, -2.8700], [1.5437, -0.3266, -4.0336], [1.7141, 0.3969, -5.1960], [1.4822, 1.7692, -5.1951], [1.0789, 2.4312, -4.0391], [0.9044, 1.7201, -2.8697], [1.7169, -1.3940, -4.0107], [2.0257, -0.0999, -6.1039], [1.6171, 2.3316, -6.1096], [0.9026, 3.4974, -4.0585], [0.5899, 2.2162, -1.9617]],
  "atomic_forces_ev_per_a": [[-0.004, 0.109, -0.008], [0.000, 0.002, -0.003], [-0.004, -0.004, -0.003], [0.001, 0.004, -0.001], [-0.004, -0.001, -0.002], [-0.002, 0.007, 0.005], [0.007, -0.026, -0.010], [0.020, 0.005, 0.001], [0.000, -0.001, -0.001], [0.001, -0.001, -0.001], [0.000, -0.001, -0.003], [-0.003, 0.001, -0.001], [-0.026, -0.023, 0.026], [0.022, -0.004, 0.002], [-0.002, 0.003, -0.004], [0.000, -0.006, -0.006], [0.002, 0.005, -0.001], [-0.011, 0.000, -0.001], [0.001, -0.002, -0.002], [0.000, 0.000, -0.001], [0.000, 0.001, 0.001], [-0.001, -0.001, -0.002], [0.001, 0.000, -0.001], [0.001, 0.001, -0.002], [0.001, 0.000, 0.010], [0.010, 0.010, -0.023], [-0.006, 0.000, 0.007], [0.000, -0.006, 0.005], [0.008, -0.010, -0.006], [0.003, 0.017, 0.000], [0.001, -0.018, 0.001], [0.027, -0.065, -0.005], [-0.015, 0.016, 0.027], [-0.030, -0.015, 0.020], [0.007, 0.001, 0.000], [-0.001, 0.009, -0.002], [0.001, -0.009, -0.001], [0.000, 0.007, -0.002], [0.000, -0.006, 0.000], [0.000, 0.002, -0.006], [-0.001, 0.000, -0.001], [-0.001, 0.001, -0.002], [0.000, -0.001, -0.002], [0.000, 0.000, -0.002], [-0.001, -0.002, 0.001]],
  "charge": 2,
  "e_lumo_ev": [-8.100, -7.833],
  "fmax_ev_per_a": 0.1,
  "e_above_lowest_kcal_mol": 0.0,
  "homo_ev": [-14.81, -14.80],
  "multiplicity": 3,
  "homo_lumo_gap_ev": [6.7094, 6.9673]
}


{
  "formula": "C4H3EuO6",
  "method": "the ωB97M-V functional and the def2-TZVPD basis",
  "species": ["O", "C", "O", "C", "C", "O", "O", "H", "H", "Eu", "O", "C", "O", "H"],
  "positions_angstrom": [[-1.2645, -0.2113, 0.2456], [-0.1745, -0.1633, -0.3917], [2.1087, -1.0327, -0.3876], [2.7967, 0.0634, -0.1740], [0.8195, -1.1346, 0.2303], [2.4150, 0.9491, 0.6503], [3.8970, 0.2084, -0.7864], [0.9108, -0.9940, 1.3179], [0.4855, -2.1636, 0.0302], [4.5324, 2.3478, 0.1701], [-4.2925, 0.1680, 0.5684], [-3.4534, 0.3551, -0.4365], [-3.6486, 0.9809, -1.4378], [-5.1320, 0.6269, 0.4013]],
  "atomic_forces_ev_per_a": [[2.042, -0.388, -1.486], [-3.977, -0.170, 1.476], [0.150, -0.004, -0.210], [0.110, 0.564, 0.536], [0.221, 0.070, 0.520], [0.378, 0.686, 0.119], [0.892, 0.567, -0.249], [-0.059, 0.036, -0.333], [0.025, 0.448, -0.066], [-1.567, -1.951, -0.298], [1.553, -0.826, 0.210], [-0.973, 2.607, -1.683], [1.249, -1.736, 1.755], [-0.044, 0.097, -0.290]],
  "charge": 1,
  "e_lumo_ev": [-5.501, -5.341],
  "fmax_ev_per_a": 4.2,
  "e_above_lowest_kcal_mol": 47.3,
  "homo_ev": [-9.88, -9.88],
  "multiplicity": 8,
  "homo_lumo_gap_ev": [4.3765, 4.5379]
}


{
  "formula": "C40H37BBrF3IrN4O4P",
  "method": "the ωB97M-V functional and the def2-TZVPD basis",
  "species": ["Ir", "F", "C", "C", "C", "C", "O", "C", "C", "N", "C", "C", "C", "C", "C", "C", "N", "C", "C", "N", "C", "C", "C", "O", "O", "H", "H", "H", "H", "H", "H", "H", "H", "H", "H", "H", "H", "H", "H", "H", "H", "H", "H", "O", "P", "C", "C", "C", "C", "C", "C", "C", "C", "C", "C", "C", "C", "C", "C", "C", "C", "C", "C", "H", "H", "H", "H", "H", "H", "H", "H", "H", "H", "H", "H", "H", "H", "H", "Br", "C", "C", "C", "C", "N", "C", "H", "H", "H", "H", "F", "B", "F"],
  "positions_angstrom": [[-0.0013, 1.0535, -1.2336], [-1.8022, -5.7681, -0.7563], [-1.7485, -4.9140, 0.2532], [-1.4737, -3.6036, -0.0169], [-1.4324, -2.6511, 1.0071], [-1.2536, -1.2252, 0.7059], [-1.2550, -0.7849, -0.4444], [-1.1355, -0.3456, 1.8535], [-1.3227, -0.8695, 3.1345], [-1.5596, -2.1455, 3.3860], [-1.8187, -2.5588, 4.7701], [-0.9678, -2.0093, 5.8654], [-0.8315, -3.4485, 5.4735], [-1.6329, -3.0821, 2.3325], [-1.9289, -4.4054, 2.6024], [-2.0419, -5.3706, 1.5677], [-2.4037, -6.6689, 1.8672], [-2.3424, -7.7645, 0.8621], [-2.6091, -9.1145, 1.5355], [-2.0639, -9.0837, 2.9419], [-2.8846, -8.1478, 3.8047], [-3.3671, -6.9672, 2.9506], [-0.8190, 1.1382, 1.8099], [-0.9658, 1.7165, 2.8704], [-0.4297, 1.6659, 0.6936], [-1.3325, -3.2890, -1.0446], [-1.2907, -0.1919, 3.9792], [-2.8745, -2.6872, 4.9684], [-1.4644, -1.7614, 6.7948], [-0.1449, -1.3498, 5.6114], [-1.2208, -4.2112, 6.1352], [0.0708, -3.7217, 4.9357], [-2.0578, -4.7067, 3.6321], [-1.3611, -7.7679, 0.4019], [-3.0793, -7.6337, 0.0722], [-2.1283, -9.9152, 0.9824], [-3.6681, -9.3431, 1.6099], [-1.0999, -8.7573, 2.9104], [-2.0403, -10.0171, 3.3510], [-2.2603, -7.8345, 4.6357], [-3.7317, -8.7071, 4.1935], [-3.5209, -6.1095, 3.5902], [-4.3336, -7.1934, 2.4971], [0.6170, 3.0283, -1.8482], [0.9642, 4.4904, -2.1999], [0.9401, 5.5246, -0.7593], [1.1881, 6.8916, -0.8912], [1.2106, 7.6950, 0.2385], [0.9718, 7.1393, 1.4910], [0.7176, 5.7835, 1.6204], [0.7003, 4.9678, 0.4944], [2.5968, 4.5280, -2.9194], [3.6962, 5.0130, -2.2145], [4.9724, 4.8769, -2.7517], [5.1474, 4.2584, -3.9814], [4.0498, 3.7703, -4.6895], [2.7738, 3.9000, -4.1597], [-0.1746, 5.1221, -3.4045], [0.2347, 6.0309, -4.3816], [-0.6817, 6.4896, -5.3199], [-1.9966, 6.0475, -5.2787], [-2.4046, 5.1422, -4.3058], [-1.4970, 4.6805, -3.3655], [1.3489, 7.3318, -1.8716], [1.4036, 8.7566, 0.1421], [0.9696, 7.7746, 2.3682], [0.5334, 5.3545, 2.5981], [0.4927, 3.9117, 0.5931], [3.5573, 5.5029, -1.2569], [5.8295, 5.2623, -2.2106], [6.1439, 4.1637, -4.3990], [4.1894, 3.3041, -5.6582], [1.9130, 3.5329, -4.7122], [1.2629, 6.3768, -4.4183], [-0.3657, 7.1871, -6.0867], [-2.7108, 6.4186, -6.0022], [-3.4324, 4.7997, -4.2783], [-1.8198, 3.9897, -2.5922], [4.1984, -2.6763, 0.4506], [3.7454, -1.1420, -0.5316], [4.7098, -0.3959, -1.1928], [4.3103, 0.7240, -1.9034], [2.9750, 1.0684, -1.9317], [2.0555, 0.3336, -1.2791], [2.4320, -0.7536, -0.5900], [5.7519, -0.6857, -1.1504], [5.0281, 1.3355, -2.4350], [2.6229, 1.9404, -2.4677], [1.6610, -1.3203, -0.0785], [-2.6951, 1.2467, -2.5651], [-1.4248, 1.0217, -2.8779], [-1.0823, 0.8089, -4.1289]],
  "atomic_forces_ev_per_a": [[0.156, 0.838, 1.390], [-0.023, -0.484, -0.663], [-0.128, 0.452, 0.913], [-0.057, 0.089, -0.012], [-0.039, 0.543, -0.018], [-0.074, -0.014, 3.952], [0.907, 0.836, -3.198], [0.203, -0.940, -0.473], [0.162, 0.618, -0.975], [-0.067, -0.755, -0.013], [0.067, -0.006, -0.296], [0.113, 0.164, 0.153], [0.055, -0.024, -0.058], [0.060, 0.774, 0.206], [-0.152, -1.132, -0.644], [0.241, 1.173, 0.568], [-0.166, -1.128, 0.338], [-0.145, 0.426, 0.447], [0.085, 0.158, 0.062], [-0.282, 0.170, -0.180], [0.023, 0.142, -0.189], [0.340, 0.005, -0.643], [-1.435, -1.813, 2.646], [0.615, 0.695, -1.391], [0.881, 0.677, -1.900], [-0.018, -0.080, 0.045], [0.002, -0.084, -0.054], [-0.028, -0.047, -0.016], [0.023, -0.028, -0.081], [-0.101, -0.078, -0.016], [0.001, 0.037, -0.014], [-0.120, 0.039, 0.020], [-0.019, -0.006, -0.116], [0.134, -0.002, -0.012], [-0.088, -0.047, -0.097], [0.065, -0.065, 0.019], [-0.059, -0.011, 0.098], [0.125, 0.083, 0.002], [-0.067, -0.089, 0.014], [0.105, -0.003, 0.016], [0.005, -0.083, 0.007], [0.014, 0.107, 0.043], [-0.111, -0.063, 0.035], [-0.594, -1.811, 0.651], [0.360, 1.705, -0.346], [-0.031, -0.247, 0.310], [-0.019, 0.167, -0.055], [-0.025, -0.007, -0.141], [-0.016, 0.045, 0.005], [-0.026, -0.163, -0.003], [0.061, 0.122, 0.118], [0.062, -0.373, -0.010], [0.087, 0.001, 0.064], [-0.022, 0.071, 0.078], [-0.012, -0.034, -0.051], [-0.106, 0.006, 0.010], [0.138, 0.040, -0.086], [-0.167, -0.289, -0.246], [0.046, 0.024, -0.071], [0.092, 0.025, 0.094], [-0.010, 0.002, 0.034], [-0.065, -0.035, 0.084], [-0.124, 0.022, -0.053], [0.019, -0.017, 0.096], [-0.023, -0.072, -0.007], [0.040, -0.032, -0.035], [-0.029, 0.018, -0.068], [0.001, -0.027, 0.054], [0.035, -0.061, -0.049], [-0.088, -0.015, -0.048], [-0.084, 0.013, 0.018], [-0.009, 0.034, 0.069], [0.080, 0.014, 0.012], [-0.080, -0.052, -0.033], [-0.021, -0.027, 0.088], [0.022, -0.050, -0.011], [0.067, 0.040, 0.005], [-0.032, 0.042, -0.053], [0.000, 0.080, -0.050], [0.312, -0.283, 0.131], [0.098, 0.068, -0.059], [0.060, -0.015, -0.025], [-0.079, 0.006, -0.037], [0.027, 0.164, 0.075], [-0.512, -0.055, 0.103], [-0.024, -0.004, -0.001], [-0.051, -0.017, 0.016], [0.061, -0.123, 0.047], [0.022, 0.072, -0.052], [0.802, -0.095, -0.140], [-1.558, 0.021, -0.833], [0.111, 0.057, 0.493]],
  "charge": 3,
  "e_lumo_ev": [-6.965, -10.824],
  "fmax_ev_per_a": 4.0,
  "e_above_lowest_kcal_mol": 45.9,
  "homo_ev": [-15.19, -15.19],
  "multiplicity": 6,
  "homo_lumo_gap_ev": [8.2215, 4.3635]
}


{
  "formula": "C3H7N3S",
  "method": "the ωB97M-V functional and the def2-TZVPD basis",
  "species": ["C", "C", "C", "H", "H", "H", "H", "H", "H", "H", "N", "N", "N", "S"],
  "positions_angstrom": [[-0.3967, 1.8924, -0.0168], [-1.1062, 0.5817, 0.0072], [0.9891, -0.8553, -0.0155], [0.3224, 1.9191, -0.8496], [0.1879, 1.9812, 0.9031], [-1.1480, 2.6902, -0.0532], [-2.9064, -0.2129, 0.0531], [-1.7582, -1.9309, -0.7843], [-1.6701, -1.9046, 0.8538], [1.2757, -1.8976, -0.0325], [-2.3936, 0.6515, 0.0030], [-0.3579, -0.6554, -0.0187], [-1.1062, -1.8438, -0.0003], [2.2364, 0.1610, 0.0108]],
  "atomic_forces_ev_per_a": [[0.640, -0.076, 0.061], [-1.513, 0.054, -0.371], [0.197, -0.159, -0.010], [-0.323, 0.246, 0.311], [0.069, 0.147, -0.156], [0.270, -0.358, -0.145], [0.103, -0.557, -0.077], [0.488, 0.396, 0.075], [0.397, 0.146, -0.263], [-0.687, -0.328, -0.018], [1.439, 0.029, 0.216], [-1.070, 0.262, 0.018], [-0.524, -0.541, 0.325], [0.512, 0.737, 0.033]],
  "charge": 0,
  "e_lumo_ev": 0.260,
  "fmax_ev_per_a": 1.6,
  "e_above_lowest_kcal_mol": 42.9,
  "homo_ev": -8.65,
  "multiplicity": 1,
  "smiles": "[H]/N=C(/C)N(N)C=S",
  "homo_lumo_gap_ev": 8.9126
}